{
  "formula": "C18H59N15O10",
  "method": "ωB97M-V with the def2-TZVPD basis set",
  "total_energy_ha": -2294.9835,
  "homo_lumo_gap_ev": [2.1, 8.7],
  "s2": 0.75,
  "multiplicity": 2,
  "homo_ev": [0.05, -6.60],
  "total_charge": -1,
  "elements": ["C", "C", "C", "O", "C", "N", "H", "H", "H", "H", "H", "H", "H", "H", "H", "H", "H", "C", "C", "C", "O", "C", "N", "H", "H", "H", "H", "H", "H", "H", "H", "H", "H", "H", "C", "C", "C", "O", "C", "N", "H", "H", "H", "H", "H", "H", "H", "H", "H", "H", "H", "O", "H", "H", "C", "O", "N", "N", "H", "H", "H", "H", "C", "O", "N", "N", "H", "H", "H", "H", "C", "O", "N", "N", "H", "H", "H", "H", "C", "O", "N", "N", "H", "H", "H", "H", "C", "O", "N", "N", "H", "H", "H", "H", "C", "O", "N", "N", "H", "H", "H", "H"],
  "coordinates": [[-3.835, 4.167, -2.583], [-2.878, 3.609, -3.699], [-1.661, 2.851, -3.158], [-0.931, 2.216, -4.242], [0.497, 2.404, -4.129], [-3.603, 2.632, -4.326], [-3.319, 4.817, -1.876], [-4.276, 3.339, -2.028], [-4.620, 4.797, -3.000], [-2.616, 4.359, -4.445], [-1.784, 2.135, -2.345], [-1.033, 3.574, -2.636], [0.946, 1.784, -4.905], [0.858, 2.106, -3.145], [0.786, 3.446, -4.270], [-3.117, 2.109, -5.040], [-4.065, 1.940, -3.754], [5.980, -2.275, 4.585], [4.763, -1.983, 3.682], [4.912, -2.771, 2.386], [4.019, -2.388, 1.279], [4.330, -1.107, 0.712], [3.619, -2.478, 4.470], [5.862, -1.864, 5.588], [6.915, -1.825, 4.251], [6.129, -3.354, 4.620], [4.669, -0.907, 3.537], [4.577, -3.807, 2.435], [5.923, -2.668, 1.991], [4.425, -0.352, 1.492], [3.669, -0.836, -0.112], [5.286, -1.126, 0.189], [2.812, -2.102, 3.994], [3.729, -2.155, 5.421], [2.262, 3.192, 3.168], [2.107, 1.731, 2.642], [1.143, 0.905, 3.519], [1.237, -0.428, 3.036], [0.473, -1.403, 3.660], [1.606, 1.962, 1.319], [2.560, 3.240, 4.215], [1.252, 3.598, 3.231], [2.899, 3.954, 2.718], [3.069, 1.219, 2.627], [0.133, 1.312, 3.473], [1.611, 0.957, 4.502], [-0.540, -1.050, 3.854], [0.899, -1.824, 4.571], [0.281, -2.196, 2.937], [1.552, 0.997, 1.027], [0.615, 2.096, 1.461], [-2.888, 1.093, 3.479], [-2.283, 1.649, 2.989], [-2.680, 0.203, 3.195], [-4.452, 0.488, -1.023], [-3.777, 0.135, -2.049], [-4.149, 0.308, 0.234], [-5.760, 0.692, -1.039], [-4.828, 0.555, 0.940], [-3.228, 0.001, 0.512], [-6.322, 0.689, -1.878], [-6.198, 0.664, -0.129], [-1.419, 3.923, 1.650], [-1.638, 3.150, 2.524], [-1.097, 5.100, 2.032], [-1.601, 3.732, 0.354], [-0.990, 5.396, 2.992], [-0.903, 5.625, 1.192], [-1.224, 4.426, -0.275], [-1.872, 2.770, 0.203], [1.443, -4.663, 0.554], [0.497, -5.366, 0.280], [1.946, -4.445, 1.804], [2.282, -4.123, -0.261], [2.603, -3.701, 1.994], [1.532, -4.985, 2.550], [3.041, -3.592, 0.141], [2.327, -4.321, -1.251], [0.647, -2.409, -3.638], [-0.277, -3.235, -3.660], [0.622, -1.255, -4.165], [1.611, -2.473, -2.784], [1.286, -0.599, -3.779], [-0.144, -0.895, -4.715], [1.676, -3.415, -2.427], [2.425, -1.881, -2.701], [-4.062, -2.960, -4.267], [-3.924, -4.136, -4.526], [-5.118, -2.434, -3.870], [-3.080, -2.095, -4.327], [-5.905, -3.059, -3.773], [-5.291, -1.440, -3.915], [-2.143, -2.439, -4.481], [-3.182, -1.123, -4.072], [-0.687, -0.329, -0.163], [-1.239, 0.594, 0.468], [0.419, -0.906, 0.175], [-1.140, -0.974, -1.228], [0.815, -0.619, 1.058], [0.864, -1.522, -0.491], [-1.990, -0.609, -1.633], [-0.675, -1.738, -1.697]]
}

=====

{
  "formula": "C7H19I2OP",
  "method": "ωB97M-V with the def2-TZVPD basis set",
  "total_energy_ha": -1289.9636,
  "homo_lumo_gap_ev": 9.0,
  "homo_ev": -8.56,
  "de_lowest_kcal_mol": 11.7,
  "smiles": "CC[C@@H](I)[PH3]C[C@H](C)I.CO",
  "elements": ["C", "C", "C", "I", "P", "C", "C", "C", "I", "H", "H", "H", "H", "H", "H", "H", "H", "H", "H", "H", "H", "H", "H", "H", "C", "O", "H", "H", "H", "H"],
  "coordinates": [[2.164, 1.220, 0.914], [1.554, -0.119, 1.486], [0.508, -0.682, 0.461], [0.403, -2.854, 0.517], [-1.242, 0.123, 0.655], [-2.885, 1.074, 0.750], [-2.754, 2.615, 0.929], [-1.736, 3.313, -0.034], [-2.233, 3.184, 2.975], [2.421, 1.874, 1.761], [1.471, 1.724, 0.224], [3.092, 0.956, 0.377], [1.119, 0.016, 2.490], [2.402, -0.823, 1.542], [0.906, -0.425, -0.541], [-0.675, 0.998, 1.641], [-1.839, -1.108, 1.055], [-1.163, 0.474, -0.746], [-3.535, 0.792, -0.106], [-3.421, 0.698, 1.652], [-3.750, 3.048, 0.739], [-0.877, 2.687, -0.321], [-2.239, 3.620, -0.968], [-1.317, 4.185, 0.495], [2.455, -4.679, -3.195], [1.790, -3.452, -2.925], [2.797, -4.664, -4.228], [3.319, -4.795, -2.534], [1.770, -5.520, -3.057], [1.494, -3.481, -2.009]]
}

=====

{
  "formula": "C37H30BrF7N5O5S2Sb2Ti",
  "method": "ωB97M-V with the def2-TZVPD basis set",
  "total_energy_ha": -7477.4051,
  "homo_lumo_gap_ev": [6.9, 7.3],
  "s2": 2.03,
  "multiplicity": 3,
  "homo_ev": [-5.06, -5.96],
  "total_charge": -1,
  "de_lowest_kcal_mol": 14.6,
  "elements": ["Ti", "C", "C", "C", "Sb", "C", "C", "C", "C", "C", "C", "C", "C", "C", "C", "C", "C", "Sb", "C", "C", "C", "C", "C", "C", "C", "C", "C", "C", "C", "C", "H", "H", "H", "H", "H", "H", "H", "H", "H", "H", "H", "H", "H", "H", "H", "H", "H", "H", "H", "H", "H", "H", "H", "H", "H", "H", "F", "C", "F", "F", "S", "O", "O", "N", "S", "O", "O", "C", "F", "F", "F", "O", "N", "C", "C", "N", "C", "N", "F", "Br", "C", "C", "C", "N", "C", "C", "H", "H", "H", "H"],
  "coordinates": [[-1.030, 1.433, 2.192], [-2.626, -0.757, -1.662], [-1.495, -1.801, -1.655], [-0.816, -1.977, -0.280], [1.281, -1.498, -0.296], [1.781, -2.494, 1.539], [0.822, -2.904, 2.460], [1.198, -3.509, 3.653], [2.541, -3.714, 3.936], [3.509, -3.306, 3.026], [3.127, -2.694, 1.840], [1.720, -3.198, -1.552], [1.635, -4.508, -1.083], [1.853, -5.584, -1.931], [2.158, -5.367, -3.269], [2.247, -4.070, -3.751], [2.032, -2.996, -2.895], [-2.213, 1.241, -2.366], [-0.064, 1.275, -2.440], [0.610, 2.035, -1.486], [1.993, 2.139, -1.502], [2.726, 1.495, -2.486], [2.067, 0.749, -3.453], [0.682, 0.636, -3.428], [-2.392, 0.754, -4.468], [-2.364, 1.805, -5.386], [-2.429, 1.574, -6.753], [-2.531, 0.277, -7.233], [-2.568, -0.782, -6.337], [-2.499, -0.542, -4.970], [-3.031, -0.630, -0.660], [-3.462, -1.073, -2.291], [-0.757, -1.561, -2.429], [-1.904, -2.771, -1.952], [-0.898, -3.007, 0.072], [-1.291, -1.336, 0.462], [-0.233, -2.743, 2.273], [0.435, -3.810, 4.359], [2.835, -4.182, 4.867], [4.559, -3.455, 3.244], [3.893, -2.369, 1.142], [1.399, -4.691, -0.039], [1.783, -6.595, -1.549], [2.326, -6.208, -3.932], [2.484, -3.893, -4.793], [2.107, -1.987, -3.280], [0.055, 2.536, -0.704], [2.495, 2.715, -0.734], [3.807, 1.570, -2.497], [2.635, 0.249, -4.230], [0.187, 0.053, -4.196], [-2.283, 2.827, -5.029], [-2.401, 2.408, -7.444], [-2.584, 0.092, -8.298], [-2.645, -1.799, -6.702], [-2.518, -1.387, -4.294], [4.161, 3.230, 1.534], [4.236, 1.919, 1.685], [4.473, 1.321, 0.532], [5.144, 1.596, 2.586], [1.550, 0.788, 2.627], [0.985, 1.927, 1.757], [0.221, -0.011, 2.789], [1.843, 1.476, 4.088], [0.730, 2.308, 4.782], [-0.532, 2.407, 3.998], [1.165, 3.537, 5.365], [0.185, 1.277, 6.212], [-0.804, 1.898, 6.856], [-0.239, 0.091, 5.810], [1.207, 1.111, 7.056], [-2.878, 1.551, 2.704], [-2.463, 0.307, 3.049], [-3.183, -0.716, 2.527], [-4.351, -0.503, 1.753], [-5.302, -0.330, 1.122], [-2.727, -2.033, 2.769], [-2.351, -3.106, 2.967], [-1.351, 0.989, 0.477], [-2.450, 7.430, 4.012], [-1.915, 5.975, 2.934], [-0.574, 5.694, 2.784], [-0.235, 4.600, 2.022], [-1.128, 3.814, 1.409], [-2.425, 4.121, 1.542], [-2.868, 5.196, 2.305], [0.187, 6.282, 3.273], [0.802, 4.311, 1.903], [-3.136, 3.487, 1.025], [-3.924, 5.392, 2.415]]
}

=====

{
  "formula": "C5H15N2",
  "method": "ωB97M-V with the def2-TZVPD basis set",
  "total_energy_ha": -308.8861,
  "homo_lumo_gap_ev": [4.7, 9.9],
  "s2": 0.75,
  "multiplicity": 2,
  "homo_ev": [-3.66, -9.17],
  "de_lowest_kcal_mol": 34.6,
  "elements": ["C", "C", "C", "C", "C", "N", "N", "H", "H", "H", "H", "H", "H", "H", "H", "H", "H", "H", "H", "H", "H", "H"],
  "coordinates": [[-1.587, -0.339, 1.885], [-0.828, 0.393, 0.808], [-0.785, -0.348, -0.531], [-0.126, 0.444, -1.628], [1.201, 1.121, -1.335], [2.304, 0.093, -1.165], [-0.733, -1.245, 2.641], [-2.088, 0.364, 2.549], [-2.468, -0.890, 1.511], [-1.201, 1.385, 0.630], [0.195, 0.506, 1.165], [-1.820, -0.514, -0.805], [-0.307, -1.329, -0.395], [-0.027, -0.111, -2.563], [-0.815, 1.224, -1.982], [1.518, 1.684, -2.207], [1.255, 1.751, -0.460], [1.930, -0.766, -0.747], [2.720, -0.220, -2.076], [3.024, 0.501, -0.531], [-0.092, -1.779, 2.071], [-1.272, -1.924, 3.168]]
}

=====

{
  "formula": "C3H8N4",
  "method": "ωB97M-V with the def2-TZVPD basis set",
  "total_energy_ha": -338.0155,
  "homo_lumo_gap_ev": 8.3,
  "homo_ev": -7.45,
  "de_lowest_kcal_mol": 86.8,
  "smiles": "N[C@H]1[C@]2(N)N[C@]12N",
  "elements": ["N", "C", "C", "N", "N", "C", "N", "H", "H", "H", "H", "H", "H", "H", "H"],
  "coordinates": [[1.824, -0.309, -0.795], [0.430, -0.622, -0.831], [-0.394, -0.658, 0.493], [0.060, -0.663, 1.833], [-1.715, -0.862, -0.022], [-0.593, 0.406, -0.462], [-0.606, 1.773, -0.455], [2.209, -0.189, -1.724], [2.008, 0.525, -0.248], [0.172, -1.389, -1.551], [1.070, -0.593, 1.900], [-0.221, -1.518, 2.302], [-2.392, -0.334, 0.534], [-0.831, 2.223, -1.333], [-1.020, 2.209, 0.360]]
}